1.
C7H10Br4O | ωB97M-V/def2-TZVPD

Last column: Löwdin charge in e.
CARTESIAN COORDINATES (ANGSTROEM)
C -1.3079 0.7295 -1.2243  -0.187
C -0.2915 1.5419 -0.3802  -0.119
C -1.5343 -0.5472 -0.3801  -0.751
C -0.3442 -1.3566 -0.0504  -0.654
C 0.7347 -0.4152 0.4848  -0.457
C 1.0231 -0.3186 1.9052  -0.091
C 2.6580 -1.6425 -0.3342  -1.239
O 0.8710 0.6853 -0.2496  -0.110
Br -2.9376 -1.5804 -1.2499  0.691
Br -0.6794 -2.9525 1.1325  0.688
Br 4.0552 -0.7992 0.4746  0.703
Br 2.4455 -1.3944 -2.1399  0.695
H -2.2617 1.3524 -1.2413  0.134
H -0.8518 0.5848 -2.2598  0.144
H 0.0827 2.3855 -0.8951  0.123
H -0.6615 1.6685 0.5853  0.105
H -2.0625 -0.1816 0.5069  0.099
H 0.1316 -1.9036 -0.8365  0.018
H 2.0563 -0.1261 2.0847  0.020
H 0.7321 -1.1904 2.4925  0.043
H 0.5461 0.4895 2.4718  0.100
H 2.4013 -2.7120 0.0613  0.046

gap between HOMO and LUMO (alpha / beta)	0.29499 / 0.29496	Eh
relative energy (zero: lowest compared OMol25 entry of this formula, charge and spin)	2.330	eV
LUMO level (alpha / beta)	0.003 / 0.003	Ha

2.
C48H108N4O6 | ωB97M-V/def2-TZVPD

Last column: Löwdin charge in e.
CARTESIAN COORDINATES (ANGSTROEM)
C 3.6908 -2.9238 -1.9552  -0.175
C 3.9641 -1.5367 -2.5133  -0.166
C 2.5103 -1.1079 -2.6445  -0.260
O 1.9603 -2.2175 -3.2731  -0.130
C 2.3620 -3.3880 -2.5503  -0.178
H 3.5330 -2.7365 -0.8931  0.108
H 4.4361 -3.6923 -2.1604  0.107
H 4.4823 -1.7054 -3.4573  0.123
H 4.4309 -0.8421 -1.8150  0.077
H 2.4135 -0.2548 -3.3160  0.112
H 2.0218 -0.7642 -1.7327  0.121
H 2.5662 -4.2273 -3.2151  0.111
H 1.6160 -3.7830 -1.8607  0.096
C -3.8350 -0.8144 3.1905  -0.214
C -4.3515 0.5321 3.5114  -0.183
C -5.8842 0.3015 3.8750  -0.157
O -6.0971 -1.1549 3.8445  -0.151
C -4.7830 -1.7941 3.8353  -0.207
H -2.8006 -1.0058 3.4757  0.111
H -3.9847 -1.0610 2.1394  0.089
H -4.2576 1.1110 2.5926  0.087
H -3.7972 0.9818 4.3352  0.102
H -6.3806 0.7776 3.0294  0.101
H -6.0447 0.7848 4.8387  0.103
H -4.9005 -2.7262 3.2826  0.091
H -4.5207 -2.1227 4.8410  0.106
C -1.0909 -7.2321 -0.8367  -0.163
C -2.4122 -6.8034 -1.5096  -0.156
C -1.9375 -5.6551 -2.3596  -0.188
O -1.0075 -5.0174 -1.5097  -0.161
C -0.4766 -5.8916 -0.5918  -0.264
H -0.5318 -7.8256 -1.5600  0.110
H -1.2317 -7.8004 0.0827  0.111
H -3.1255 -6.5250 -0.7338  0.093
H -2.8617 -7.6842 -1.9681  0.113
H -2.7121 -4.9721 -2.7084  0.127
H -1.4132 -6.0353 -3.2364  0.119
H -0.8966 -5.5308 0.3471  0.100
H 0.6091 -5.8487 -0.5051  0.114
C -0.0883 4.9970 -2.9131  -0.137
C -0.2716 6.3582 -2.1896  -0.208
C 0.6547 7.3249 -2.8600  -0.234
O 0.6936 6.8688 -4.2066  -0.150
C 0.5316 5.4419 -4.2975  -0.184
H -1.0316 4.4515 -2.8877  0.088
H 0.6519 4.3577 -2.4318  0.072
H -0.1167 6.2771 -1.1137  0.097
H -1.3084 6.6648 -2.3279  0.098
H 1.6389 7.2865 -2.3932  0.107
H 0.3292 8.3636 -2.8026  0.114
H 1.5191 5.0362 -4.5173  0.089
H 0.1070 4.9774 -5.1874  0.100
C -3.6640 -5.0342 1.7953  -0.166
C -4.9971 -5.7665 1.9607  -0.160
C -5.9385 -5.1137 0.9453  -0.180
O -5.0353 -4.5894 -0.0435  -0.158
C -3.8761 -4.0972 0.5984  -0.201
H -2.8983 -5.6866 1.3757  0.080
H -3.3524 -4.5641 2.7281  0.100
H -5.3837 -5.8055 2.9791  0.104
H -4.7367 -6.7884 1.6849  0.101
H -6.6084 -4.3348 1.3096  0.113
H -6.6110 -5.7609 0.3822  0.113
H -4.1434 -3.1055 0.9634  0.100
H -3.0455 -4.0235 -0.1036  0.104
C -1.9404 1.2500 -6.2077  -0.160
C -3.1462 1.9311 -5.6336  -0.233
C -4.3648 1.0502 -5.9086  -0.199
O -3.7877 -0.2108 -5.5036  -0.151
C -2.3748 -0.2630 -5.8904  -0.150
H -1.0089 1.4758 -5.6886  0.095
H -1.8180 1.4426 -7.2735  0.099
H -3.3102 2.9553 -5.9686  0.102
H -3.0493 2.0777 -4.5579  0.102
H -4.7549 1.1371 -6.9226  0.107
H -5.2079 1.4510 -5.3459  0.109
H -2.1284 -0.8355 -6.7847  0.103
H -1.7563 -0.5859 -5.0530  0.091
C 4.2339 4.2609 0.3538  -0.125
C 5.0861 4.0312 -0.8533  -0.280
N 5.0517 2.6070 -1.2482  -0.174
C 3.7557 2.0505 -1.7222  -0.207
C 3.3208 2.7659 -3.0201  -0.066
C 6.2272 2.3697 -2.0684  -0.291
C 6.3625 0.9469 -2.5701  -0.113
H 4.6022 5.0870 0.9620  0.061
H 3.9286 3.4710 1.0402  0.081
H 3.2998 4.5880 -0.1028  0.053
H 4.9336 4.7281 -1.6775  0.109
H 6.0235 4.3864 -0.4254  0.104
H 3.8318 0.9681 -1.8257  0.066
H 3.1043 2.1378 -0.8526  0.098
H 2.4887 2.2067 -3.4480  0.054
H 2.9800 3.7693 -2.7652  0.057
H 4.1125 2.6588 -3.7616  0.069
H 7.0880 2.4799 -1.4088  0.112
H 6.3079 2.9886 -2.9620  0.107
H 6.2149 0.1557 -1.8351  0.066
H 7.3902 0.9134 -2.9319  0.071
H 5.7433 0.7112 -3.4356  0.065
C 1.3351 -6.1431 2.8024  -0.089
C 2.0442 -4.8385 2.5347  -0.260
N 1.5837 -3.5956 3.1802  -0.167
C 1.7539 -3.7122 4.6058  -0.315
C 3.1835 -3.6512 5.0696  -0.106
C 0.2146 -3.2926 2.6964  -0.236
C 0.3271 -2.4625 1.4285  -0.075
H 2.0305 -6.8398 3.2705  0.070
H 1.0795 -6.6084 1.8504  0.051
H 0.3899 -5.9827 3.3211  0.069
H 3.0992 -4.8696 2.8069  0.097
H 2.0106 -4.6335 1.4647  0.093
H 1.0692 -2.9748 5.0248  0.100
H 1.2979 -4.5663 5.1066  0.103
H 3.6459 -2.7781 4.6092  0.074
H 3.3648 -3.5755 6.1417  0.069
H 3.7509 -4.5239 4.7464  0.060
H -0.2770 -2.7113 3.4764  0.098
H -0.4203 -4.1731 2.5980  0.090
H -0.5941 -1.9679 1.1203  0.049
H 0.7240 -3.0381 0.5924  0.050
H 0.9879 -1.5980 1.4932  0.072
C 2.1551 4.7716 6.2397  -0.103
C 1.9216 4.2082 4.8249  -0.269
N 0.9007 5.0272 4.1599  -0.175
C 1.4186 6.4189 3.7595  -0.211
C 2.5422 6.4924 2.6955  -0.107
C 0.2747 4.3058 3.0472  -0.295
C -0.8323 3.3361 3.4306  -0.133
H 1.1901 4.9987 6.6927  0.070
H 2.7961 5.6499 6.1639  0.059
H 2.5220 3.9994 6.9159  0.059
H 2.8524 4.2344 4.2583  0.097
H 1.5857 3.1755 4.9187  0.101
H 0.4963 6.8647 3.3871  0.092
H 1.7238 7.0619 4.5849  0.095
H 3.5259 6.1765 3.0427  0.056
H 2.3168 5.9728 1.7642  0.046
H 2.6727 7.5261 2.3755  0.061
H 0.9498 3.8233 2.3404  0.091
H -0.2765 5.0506 2.4732  0.101
H -1.4407 3.7731 4.2224  0.069
H -0.4447 2.3678 3.7472  0.058
H -1.5136 3.2137 2.5886  0.043
C 0.1640 2.3131 0.2381  -0.106
C -0.2516 1.6632 -1.0364  -0.270
N -0.8444 0.3429 -0.7953  -0.168
C -2.0147 0.3997 0.1112  -0.260
C -3.2067 1.0499 -0.5178  -0.121
C -1.0189 -0.4675 -2.0290  -0.215
C -1.5002 -1.9645 -1.9157  -0.048
H -0.7588 2.6919 0.6773  0.049
H 0.8931 3.0796 -0.0246  0.061
H 0.6166 1.6582 0.9827  0.085
H -1.0126 2.2444 -1.5570  0.099
H 0.6041 1.6187 -1.7101  0.095
H -2.2883 -0.5777 0.5087  0.082
H -1.7576 0.9710 1.0032  0.093
H -3.4723 0.7226 -1.5230  0.070
H -4.0217 0.8012 0.1618  0.056
H -3.1707 2.1393 -0.5121  0.050
H -0.0601 -0.3861 -2.5411  0.081
H -1.6811 0.0592 -2.7161  0.084
H -0.8159 -2.6277 -1.3865  0.042
H -1.5575 -2.2845 -2.9561  0.067
H -2.5032 -2.0596 -1.4997  0.061

⟨S²⟩	0.751
gap between HOMO and LUMO (alpha / beta)	0.05072 / 0.29316	Eh
2S+1	2
LUMO level (alpha / beta)	0.080 / 0.079	Ha
charge	-1